A molecular structure, C45H67BCaFN4O2P at a distorted geometry. Source: the OMol25 dataset; level of theory: ωB97M-V/def2-TZVPD.

Each line ends with the Mulliken charge.
Positions of all 122 atoms, in Å:
Ca (-0.1042, 0.2507, 1.7741)  2.428
P (-2.6976, 0.7825, 0.5860)  0.673
F (-0.4359, -1.2753, 2.8267)  -0.973
O (1.2246, -0.7222, 0.4989)  1.693
O (2.9430, 1.4095, -0.1822)  -0.806
N (2.8175, -1.9935, 2.3343)  0.944
N (3.1730, -1.7390, 3.5245)  -1.112
N (0.6264, 2.2687, 1.7933)  -0.590
N (1.7358, 0.1827, 3.7086)  0.240
C (0.9599, 3.3778, 1.8184)  -1.058
C (-2.2769, 2.0634, -3.6292)  -2.303
C (0.5555, -2.0987, -2.0475)  0.002
C (-4.7912, -0.6527, -3.3293)  -1.239
C (2.8807, -2.9656, -3.6964)  -1.626
C (-1.2624, -0.5101, -2.1844)  0.723
C (-0.7922, 1.7314, -3.4861)  1.199
C (-3.4272, -0.7941, -3.1958)  -0.115
C (2.5880, -0.7088, 4.2243)  -0.171
C (4.2849, -5.4899, 0.6230)  -0.750
C (4.2086, 3.1175, -1.1368)  -0.688
C (4.5208, -3.7667, 2.2776)  -0.516
C (-4.8216, 0.4824, -1.2308)  -0.337
C (-1.2619, -3.2655, 0.1568)  -1.615
C (2.8357, -1.5879, -3.0329)  0.229
C (2.7955, 2.5497, -1.0142)  0.122
C (-2.8213, 2.6881, 0.5829)  2.483
C (-2.6012, 3.1709, 2.0183)  -1.846
C (3.3737, -3.1354, 1.7824)  -0.554
C (1.1777, 1.0382, 4.5404)  -0.299
C (-0.4193, 0.3910, -2.8545)  0.101
C (-1.6395, -4.0738, -2.1871)  -1.568
C (2.7066, -3.6820, 0.6824)  0.637
C (-4.1015, 3.3172, 0.0293)  -1.945
C (-0.7705, -1.7722, -1.8108)  0.207
C (-3.9760, 0.0689, 1.8334)  2.404
C (4.7500, 2.9013, 0.2801)  -0.756
C (3.8935, 1.7407, 0.8245)  -0.361
C (-5.3021, 0.7822, 2.1215)  -1.854
C (0.9120, 0.0202, -3.0299)  -0.673
C (-4.2370, -1.3608, 1.3483)  -2.278
C (-1.6398, 3.1536, -0.2830)  -1.711
C (-3.4480, 0.3079, -1.0474)  0.299
C (1.4192, -1.2119, -2.6654)  0.864
C (-3.2351, -0.0254, 3.1744)  -2.177
C (2.3407, 0.1828, 6.4427)  -0.488
C (3.1633, -4.8549, 0.1147)  -0.117
C (-1.6759, -2.8547, -1.2579)  0.604
C (3.7536, -1.5392, -1.8127)  -0.537
C (-0.2052, 1.8250, -4.9077)  -1.557
C (4.9645, -4.9373, 1.6993)  -0.652
C (2.9414, -0.7147, 5.5836)  -0.449
C (-2.7327, -0.3006, -2.0893)  -0.546
C (1.4271, 1.0789, 5.9096)  -0.967
C (-5.4906, 0.0261, -2.3479)  -0.918
B (1.3130, 4.8768, 1.8453)  0.885
H (-3.2890, -1.8308, 1.0928)  0.556
H (2.3584, 2.2143, -1.9552)  -0.194
H (1.8140, -3.1885, 0.3346)  -0.382
H (-2.8181, 2.0101, -2.6941)  0.455
H (-0.4680, 0.9316, -5.4712)  0.388
H (5.8413, -5.4295, 2.0909)  0.386
H (-2.3095, -0.5809, 3.0652)  0.552
H (3.8904, -3.1923, -4.0309)  0.474
H (0.5523, 5.4276, 1.0834)  -0.171
H (4.2076, 4.1660, -1.4249)  0.379
H (-4.2613, 3.0488, -1.0128)  0.368
H (0.5073, 1.7584, 4.0968)  0.421
H (-0.6528, -4.5295, -2.1718)  0.261
H (-2.0234, -3.9017, 0.6041)  0.519
H (-2.8579, -1.2970, -3.9648)  0.615
H (3.3633, 2.0369, 1.7371)  -0.001
H (-0.3193, 2.5050, -2.8666)  -0.190
H (3.1972, -0.8499, -3.7596)  0.485
H (0.8757, 1.9290, -4.9191)  0.378
H (4.5890, 3.7972, 0.8783)  0.342
H (-0.6176, 2.6906, -5.4226)  0.467
H (-4.8841, -1.3849, 0.4730)  0.234
H (-1.2475, 4.1039, 0.0778)  0.660
H (-5.9857, 0.8030, 1.2785)  0.310
H (-1.8625, -3.7866, -3.2124)  0.351
H (-1.1167, -2.3904, 0.7875)  0.246
H (3.6863, -0.5646, -1.3396)  -0.371
H (2.5820, -3.7432, -2.9983)  0.176
H (-3.9995, 4.4009, 0.0820)  0.531
H (2.6474, -5.2838, -0.7292)  0.413
H (0.9143, -3.0755, -1.7684)  -0.229
H (-2.7515, 1.3817, -4.3301)  0.462
H (-5.8068, 0.2368, 2.9206)  0.536
H (1.5860, 0.7066, -3.5158)  0.149
H (4.7852, 2.5451, -1.8659)  0.292
H (-2.3735, 3.0759, -4.0198)  0.506
H (1.8597, -0.0444, 0.2280)  -0.197
H (-5.1468, 1.7994, 2.4735)  0.300
H (-2.4026, 4.2425, 2.0231)  0.556
H (-3.4729, 2.9926, 2.6440)  0.324
H (-4.9862, 3.0440, 0.5970)  0.237
H (1.6834, -1.2204, 1.2101)  0.535
H (-1.7366, 2.6779, 2.4624)  0.231
H (3.6620, -1.4453, 5.9174)  0.521
H (0.9257, 1.7948, 6.5419)  0.460
H (-1.9479, 3.2853, -1.3148)  0.388
H (1.1546, 5.2578, 2.9767)  -0.174
H (-5.2985, -1.0443, -4.1966)  0.377
H (-2.3605, -4.8201, -1.8626)  0.452
H (-2.7039, -2.4802, -1.2246)  0.142
H (4.4809, 0.8379, 1.0215)  0.388
H (3.4712, -2.3003, -1.0918)  -0.166
H (-3.8556, -0.5581, 3.8972)  0.564
H (5.0375, -3.3186, 3.1121)  0.483
H (-0.8192, 2.4351, -0.2624)  -0.199
H (4.7848, -1.7133, -2.1107)  0.640
H (2.1311, 3.2841, -0.5417)  0.062
H (-3.0225, 0.9588, 3.5905)  0.290
H (-6.5552, 0.1811, -2.4384)  0.451
H (2.2150, -2.9898, -4.5573)  0.407
H (2.5660, 0.1678, 7.4996)  0.389
H (4.6222, -6.4208, 0.1922)  0.410
H (2.4569, 5.0338, 1.4972)  -0.190
H (-0.3329, -3.8294, 0.1400)  0.342
H (-5.3886, 0.9893, -0.4723)  0.117
H (-4.7046, -1.9494, 2.1366)  0.569
H (5.8117, 2.6592, 0.2817)  0.329

Calculated values
Orbital gap   7.3 eV
Maximum force   3.433 eV/A
M   796.92 g mol⁻¹
HOMO level   -8.7 eV

***

12 unconnected molecules or ions with the total composition C45H69F27O27S3 at a distorted geometry. Source: the OMol25 dataset; level of theory: ωB97M-V/def2-TZVPD.

Each line ends with the Mulliken charge.
Positions of all 171 atoms, in Å:
S (1.0511, -0.2503, 0.4614)  0.009
S (0.0741, 4.0765, -2.5371)  0.943
S (-5.0934, 0.6270, -2.5341)  0.959
F (-1.8342, 0.0581, 2.8069)  0.057
F (4.7321, -1.0463, -7.2507)  -0.241
F (3.5794, 0.6902, -8.0362)  -0.235
F (-1.6125, 3.0800, 2.9366)  -0.178
F (6.9191, -7.6390, -1.4466)  -0.252
F (-1.4946, -5.2798, 1.6836)  -0.207
F (-3.5433, 2.2307, 3.1583)  -0.197
F (3.1074, 4.5121, 3.0389)  -0.276
F (2.8398, 0.7732, 3.0895)  -0.172
F (2.7703, -7.7904, 1.8910)  -0.266
F (6.9232, 2.9439, -4.8337)  -0.240
F (-3.1797, -5.3083, 3.0541)  -0.268
F (-3.1932, -1.6376, 3.0808)  -0.264
F (-1.2219, -1.6973, 3.9460)  -0.173
F (1.4093, -7.9863, 3.5456)  -0.275
F (6.6803, -5.6176, -2.2128)  -0.256
F (0.9279, 1.2632, 3.9095)  -0.129
F (2.9303, -1.3326, -8.4230)  -0.278
F (2.7610, 2.0062, 4.8508)  -0.294
F (6.0250, -6.0021, -0.2276)  -0.214
F (2.6044, 3.7287, 1.0743)  -0.145
F (5.9334, 1.5528, -6.2822)  -0.201
F (5.0514, 3.4753, -5.7848)  -0.252
F (-2.4620, -7.1157, 2.2835)  -0.263
F (0.6368, -7.5703, 1.6016)  -0.192
F (1.0622, 3.9105, 2.5845)  -0.246
F (-3.2151, 4.1439, 4.0071)  -0.311
O (4.6298, -7.0032, -3.2518)  -0.574
O (-5.7127, 0.1514, -3.7633)  -0.734
O (-3.4093, 5.2715, 1.6856)  -0.164
O (-4.0972, -6.9436, 0.3806)  -0.288
O (3.7754, -6.8089, -1.1407)  -0.244
O (-1.1059, 3.2384, -2.6658)  -0.575
O (0.5756, 6.2264, 1.8505)  -0.206
O (-0.2261, 5.5195, -2.9378)  -0.064
O (1.4406, -0.2234, 6.1595)  -0.663
O (-6.2192, 0.7973, -1.5231)  -0.235
O (0.3453, -1.1119, -0.6081)  0.456
O (-1.9864, 0.7536, 5.2933)  -0.007
O (2.3531, 0.0526, -0.0542)  -0.337
O (-4.1216, -0.1814, -1.9246)  -0.364
O (3.0132, -1.2606, -5.3999)  -0.265
O (1.5756, 0.2295, -6.3409)  -0.581
O (2.0064, -5.3895, 3.7713)  -0.526
O (5.5972, 1.6162, -3.0184)  -0.370
O (2.6592, 6.5969, 0.9829)  -0.639
O (-3.9974, -4.6773, 0.2784)  -0.617
O (-3.6479, -0.7520, 5.6200)  -0.561
O (2.9233, -1.2144, 4.7851)  -0.179
O (0.6554, 4.0987, -1.2074)  -0.280
O (0.9053, -0.8637, 1.7494)  0.068
O (3.7755, 1.5072, -4.3570)  -0.507
O (1.6885, -5.1203, 1.5209)  0.106
O (-3.5466, 3.2021, 0.7213)  -0.648
C (2.1162, -0.2552, 5.1566)  -0.068
C (-3.3196, 3.9524, 1.6397)  0.099
C (3.3575, -3.4196, 2.0737)  -0.998
C (-2.7296, -0.2846, 4.9882)  -0.266
C (1.6316, -7.3065, 2.4279)  0.646
C (4.2671, -2.7190, 6.0267)  -1.494
C (2.1219, -1.2422, -4.2469)  0.223
C (1.7829, -5.8282, 2.6577)  0.281
C (-6.4154, -6.6717, -0.2637)  -1.011
C (1.2023, 3.4740, -3.7384)  -1.012
C (-2.9030, 3.3527, 2.9575)  1.230
C (-8.1352, 2.2654, -1.2936)  -1.042
C (4.9408, 1.8043, -4.1251)  0.439
C (-3.7784, 5.9426, 0.4513)  0.188
C (-2.2610, -0.8638, 3.6727)  1.135
C (-0.9980, 5.8088, -4.0888)  -0.272
C (2.4298, -6.8498, -1.7131)  -0.559
C (1.8320, 5.8940, 1.5772)  0.134
C (2.8136, -2.0789, -3.2350)  -0.371
C (0.1044, 1.2600, 0.5813)  0.091
C (-3.6076, -5.7697, 0.7516)  0.367
C (-7.5282, 1.0030, -1.9854)  -0.377
C (-3.9898, 7.3707, 0.8214)  -1.359
C (-4.4413, 2.1970, -2.9570)  -0.728
C (-1.3819, -2.8659, -0.9761)  -1.189
C (2.1850, 4.4707, 2.0931)  1.139
C (4.8779, 1.1665, -1.8379)  0.184
C (3.5154, -0.5085, -7.5186)  0.952
C (-1.7208, 0.6272, 7.6884)  -1.014
C (1.9223, -3.6782, 1.7875)  0.501
C (6.1172, -6.5519, -1.4750)  0.816
C (2.5843, -0.4191, -6.3192)  0.379
C (-1.7234, 7.1354, -3.9717)  -1.190
C (-0.2196, 7.5633, 0.0055)  -0.769
C (4.7214, -6.8583, -2.0266)  0.404
C (2.8876, -2.4472, 5.5400)  0.190
C (0.2428, 7.5550, 1.4420)  -0.523
C (-4.9825, -6.8918, -0.7794)  -0.262
C (2.0613, -5.4310, -2.0260)  -0.868
C (4.4537, 2.3618, -0.9902)  -0.558
C (-2.6634, -5.8625, 1.9669)  0.965
C (2.1778, 0.9638, 4.2370)  1.303
C (-0.9922, -1.5152, -0.3208)  0.124
C (-2.2961, 1.4297, 6.5109)  -0.408
C (5.7909, 2.4345, -5.2959)  0.762
H (4.0775, 0.4559, -2.0532)  -0.150
H (2.4129, -7.4955, -2.5984)  0.399
H (-4.4518, 7.9137, 0.0136)  0.413
H (-0.2587, 5.8085, -4.9220)  0.292
H (-4.8228, -7.9117, -1.1183)  0.274
H (-0.7356, 8.5046, -0.1697)  0.466
H (-7.4617, 1.0072, -3.1062)  0.439
H (2.0446, 4.1367, -3.8823)  0.516
H (3.5499, -2.3639, 1.9398)  0.229
H (1.9789, -0.1972, -3.9855)  -0.316
H (1.6721, 2.5455, -3.4444)  -0.187
H (-1.6897, 4.9728, -4.2394)  0.360
H (-5.2661, 2.8389, -3.2584)  0.389
H (-2.4065, -0.1884, 7.9238)  0.342
H (-6.6914, -7.4377, 0.4693)  0.305
H (2.5430, -3.2364, 4.8425)  -0.014
H (-0.9044, 1.0365, 0.9219)  0.066
H (-6.4956, -5.6796, 0.1842)  0.296
H (-1.0902, 8.0067, -4.2164)  0.322
H (-8.1465, 0.1678, -1.6336)  0.273
H (4.2922, -3.6874, 6.5506)  0.389
H (3.8015, -1.7148, -2.9533)  0.291
H (2.2271, -4.7684, -1.1887)  0.153
H (-4.7984, 7.2810, 1.5599)  0.371
H (-2.4780, 7.0996, -4.7657)  0.403
H (-7.6001, 3.1694, -1.5465)  0.277
H (-0.8756, 6.6750, -0.1431)  -0.118
H (2.2612, -2.0411, -2.2784)  0.011
H (0.6274, 1.7577, 1.3754)  -0.375
H (2.8624, -3.1439, -3.4849)  0.149
H (0.7142, 3.2024, -4.6813)  0.514
H (4.0498, 2.0846, -0.0127)  -0.028
H (-4.6868, 5.4519, 0.1500)  0.411
H (-1.5019, -2.7135, -2.0434)  0.457
H (1.4609, -3.2651, 0.8884)  -0.429
H (3.5012, -3.6600, 3.1294)  0.179
H (4.4847, -1.9953, 6.7889)  0.461
H (0.1672, 1.8335, -0.3430)  0.013
H (0.9617, -5.3828, -2.1319)  0.362
H (-2.2770, -3.2270, -0.4532)  0.229
H (2.1893, -2.3467, 6.3681)  0.468
H (5.2199, 3.0930, -0.8598)  0.510
H (2.5703, -5.1054, -2.9268)  0.434
H (-3.0331, 5.5680, -0.2545)  -0.063
H (4.0195, -4.0574, 1.4720)  0.327
H (-3.1312, 7.9351, 1.2363)  0.233
H (1.8460, -7.3375, -0.9703)  0.312
H (-3.6819, 1.9561, -3.7105)  0.336
H (-1.6090, 1.2709, 8.5556)  0.407
H (1.2378, -3.4042, 2.5702)  0.329
H (-9.1696, 2.2804, -1.6914)  0.364
H (5.6829, 0.5672, -1.4816)  0.371
H (-3.9320, 2.6341, -2.0708)  0.139
H (-1.6446, -0.7266, -0.7006)  0.485
H (4.9851, -2.6891, 5.1986)  0.281
H (3.6025, 2.8620, -1.5248)  0.009
H (-8.1573, 2.0877, -0.2326)  0.293
H (-0.4958, 7.8489, 2.1829)  0.404
H (-1.8311, 2.3908, 6.3306)  0.332
H (-4.5346, -6.2381, -1.5251)  0.351
H (-3.4037, 1.5843, 6.5702)  0.354
H (-0.5801, -3.6063, -0.7797)  0.002
H (0.6818, 7.4849, -0.6313)  0.438
H (-7.1276, -6.6433, -1.0877)  0.360
H (-1.1666, -1.6502, 0.7589)  -0.192
H (-2.2010, 7.2796, -3.0084)  0.235
H (1.1543, -1.6124, -4.5820)  0.424
H (1.1064, 8.2334, 1.4457)  0.337
H (-0.7160, 0.2768, 7.3536)  0.136

Calculated values
SMILES   CCOC(=O)C(F)(F)F.CCOC(=O)C(F)(F)F.CCOC(=O)C(F)(F)F.CCOC(=O)C(F)(F)F.CCOC(=O)C(F)(F)F.CCOC(=O)C(F)(F)F.CCOC(=O)C(F)(F)F.CCOC(=O)C(F)(F)F.CCOC(=O)C(F)(F)F.CCOS(C)(=O)=O.CCOS(C)(=O)=O.CCOS(C)(=O)=O
Orbital gap   11.0 eV
Maximum force   4.175 eV/A
M   1651.17 g mol⁻¹
HOMO level   -11.0 eV